{"formula": "C30H32BaN11O8PS5", "method": "ωB97M-V with the def2-TZVPD basis set", "de_lowest_ev": 0.837, "mol_weight_da": 1003.29, "charge": -2, "homo_ev": -1.789, "energy_ha": -4724.77259, "multiplicity": 1, "elements": ["Ba", "C", "N", "C", "C", "N", "C", "P", "C", "N", "C", "C", "N", "C", "C", "N", "C", "C", "N", "C", "H", "H", "H", "H", "H", "H", "H", "H", "H", "H", "H", "H", "H", "H", "H", "O", "S", "O", "O", "C", "C", "C", "C", "C", "C", "S", "O", "O", "O", "H", "H", "H", "H", "O", "C", "O", "C", "C", "C", "C", "C", "C", "S", "H", "H", "H", "H", "N", "N", "C", "N", "S", "H", "H", "H", "H", "H", "S", "C", "N", "C", "C", "C", "N", "H", "H", "H", "H"], "coordinates": [[0.08, 0.99, -0.35], [-3.18, -1.04, -3.96], [-3.39, -1.62, -2.65], [-4.50, -1.46, -1.88], [-4.30, -2.20, -0.75], [-3.07, -2.81, -0.81], [-2.54, -2.42, -1.95], [-0.97, -3.06, -2.62], [0.06, -3.17, -1.13], [-0.20, -2.77, 0.10], [0.90, -3.09, 0.84], [1.83, -3.69, 0.05], [1.29, -3.76, -1.20], [2.01, -4.14, -2.40], [-0.22, -1.58, -3.38], [0.28, -0.54, -2.74], [0.81, 0.28, -3.69], [0.61, -0.24, -4.93], [-0.02, -1.45, -4.73], [-0.39, -2.37, -5.77], [-4.11, -0.58, -4.28], [-2.88, -1.81, -4.67], [-2.42, -0.25, -3.92], [-5.28, -0.78, -2.17], [-4.93, -2.29, 0.12], [0.97, -2.84, 1.88], [2.84, -4.01, 0.24], [2.64, -5.00, -2.18], [2.62, -3.29, -2.71], [1.29, -4.42, -3.17], [1.29, 1.21, -3.44], [0.87, 0.10, -5.92], [0.48, -2.57, -6.41], [-1.19, -1.97, -6.38], [-0.72, -3.31, -5.32], [-2.14, 2.59, -3.24], [-3.07, 2.02, -2.29], [-4.27, 1.45, -2.89], [-2.44, 1.10, -1.33], [-3.74, 3.39, -1.30], [-5.06, 3.71, -1.58], [-5.72, 4.73, -0.92], [-5.06, 5.46, 0.05], [-3.74, 5.16, 0.35], [-3.07, 4.13, -0.31], [-1.38, 3.89, 0.24], [-0.58, 3.59, -0.94], [-1.42, 2.74, 1.16], [-1.02, 5.13, 0.91], [-5.56, 3.12, -2.33], [-6.76, 4.95, -1.17], [-5.57, 6.26, 0.58], [-3.20, 5.72, 1.09], [3.36, -1.57, -1.76], [3.20, -0.69, -0.88], [2.16, -0.52, -0.19], [4.39, 0.23, -0.61], [5.64, -0.28, -0.99], [6.82, 0.40, -0.77], [6.76, 1.66, -0.18], [5.54, 2.19, 0.18], [4.32, 1.52, -0.02], [2.87, 2.39, 0.47], [5.63, -1.25, -1.46], [7.77, -0.03, -1.06], [7.67, 2.23, 0.01], [5.49, 3.18, 0.62], [-1.86, -0.48, 1.29], [-2.02, -0.29, 2.67], [-3.18, 0.09, 3.24], [-3.05, 0.55, 4.51], [-4.66, 0.06, 2.46], [-2.67, -0.06, 0.83], [-1.85, -1.47, 1.06], [-1.17, -0.16, 3.20], [-2.18, 0.40, 5.02], [-3.91, 0.65, 5.02], [0.16, 0.27, 5.48], [0.76, 1.59, 4.59], [-0.12, 2.47, 4.03], [0.26, 3.57, 3.33], [1.58, 3.78, 3.13], [2.46, 2.82, 3.67], [2.08, 1.79, 4.40], [-1.11, 2.27, 4.12], [-0.52, 4.18, 2.92], [1.94, 4.58, 2.51], [3.52, 2.90, 3.48]]}

{"formula": "C4H8N2O2", "method": "ωB97M-V with the def2-TZVPD basis set", "de_lowest_ev": 7.918, "mol_weight_da": 116.12, "charge": 0, "homo_ev": -8.976, "energy_ha": -416.96497, "multiplicity": 1, "elements": ["C", "C", "C", "C", "O", "O", "N", "N", "H", "H", "H", "H", "H", "H", "H", "H"], "coordinates": [[-0.84, -0.09, 0.95], [-0.15, 1.29, -1.30], [0.09, 0.38, -0.15], [0.25, -1.13, 0.74], [1.47, 0.91, 1.72], [-1.16, -1.77, -1.06], [1.36, 0.15, 0.50], [0.16, -1.34, -0.67], [2.42, 0.88, 1.90], [-1.00, -2.14, -1.93], [-0.80, 0.46, 1.89], [-1.84, -0.36, 0.65], [0.68, -1.82, 1.47], [0.70, 1.29, -1.97], [-0.30, 2.30, -0.90], [-1.05, 0.98, -1.83]]}

{"formula": "C49H39N2OP2W", "method": "ωB97M-V with the def2-TZVPD basis set", "de_lowest_ev": 0.446, "mol_weight_da": 917.65, "charge": 1, "homo_ev": [-9.221, -8.984], "s_squared": 2.398, "energy_ha": -2824.92270, "multiplicity": 3, "elements": ["W", "O", "C", "C", "C", "C", "C", "C", "C", "N", "C", "C", "N", "H", "H", "H", "H", "H", "H", "H", "C", "C", "C", "C", "C", "C", "C", "C", "C", "C", "C", "C", "C", "C", "C", "H", "H", "H", "H", "H", "H", "H", "H", "H", "H", "C", "P", "C", "C", "C", "C", "C", "C", "C", "C", "C", "C", "C", "C", "P", "C", "C", "C", "C", "C", "C", "C", "C", "C", "C", "C", "C", "H", "H", "H", "H", "H", "H", "H", "H", "H", "H", "H", "H", "H", "H", "H", "H", "H", "H", "H", "H", "H", "H"], "coordinates": [[0.29, 0.50, 0.80], [0.09, -0.68, 2.36], [-0.92, -1.10, 3.11], [-0.67, -2.14, 4.02], [-1.66, -2.61, 4.85], [-2.94, -2.06, 4.81], [-3.20, -1.05, 3.92], [-2.21, -0.55, 3.06], [-2.54, 0.50, 2.11], [-1.75, 1.01, 1.16], [-2.51, 1.90, 0.42], [-3.76, 1.94, 0.93], [-3.76, 1.06, 1.99], [0.33, -2.55, 4.03], [-1.44, -3.41, 5.54], [-3.72, -2.43, 5.46], [-4.21, -0.65, 3.89], [-2.09, 2.40, -0.43], [-4.63, 2.49, 0.64], [-4.55, 0.85, 2.57], [-0.23, -0.71, -0.63], [-0.53, -1.51, -1.56], [-0.81, -2.38, -2.54], [0.32, -3.04, -3.23], [0.27, -3.28, -4.60], [1.37, -3.82, -5.26], [2.53, -4.12, -4.55], [2.58, -3.89, -3.18], [1.48, -3.36, -2.53], [-2.21, -2.63, -2.92], [-3.18, -1.64, -2.74], [-4.50, -1.89, -3.06], [-4.88, -3.12, -3.57], [-3.92, -4.11, -3.75], [-2.60, -3.87, -3.44], [-0.62, -3.04, -5.16], [1.33, -3.99, -6.33], [3.38, -4.54, -5.07], [3.47, -4.14, -2.62], [1.52, -3.18, -1.46], [-2.88, -0.68, -2.35], [-5.24, -1.11, -2.93], [-5.91, -3.31, -3.82], [-4.21, -5.08, -4.14], [-1.86, -4.65, -3.57], [4.46, 0.76, 0.43], [2.74, 0.68, -0.17], [1.91, 2.08, 0.63], [0.95, 2.86, -0.04], [0.12, 3.74, 0.70], [0.08, 3.68, 2.06], [0.91, 2.75, 2.74], [1.86, 2.02, 2.05], [2.78, 1.05, -1.93], [3.37, 2.22, -2.42], [3.41, 2.46, -3.78], [2.86, 1.53, -4.66], [2.29, 0.36, -4.18], [2.24, 0.12, -2.81], [5.23, -0.90, 0.64], [6.82, -0.42, 1.42], [7.37, 0.86, 1.37], [8.61, 1.12, 1.93], [9.31, 0.10, 2.56], [8.78, -1.18, 2.61], [7.54, -1.44, 2.04], [4.30, -1.47, 2.10], [4.32, -0.80, 3.33], [3.60, -1.28, 4.40], [2.86, -2.45, 4.27], [2.84, -3.13, 3.07], [3.55, -2.63, 1.98], [4.49, 1.37, 1.35], [5.01, 1.30, -0.35], [0.96, 2.90, -1.13], [-0.52, 4.43, 0.16], [-0.59, 4.31, 2.63], [0.83, 2.63, 3.81], [2.55, 1.37, 2.58], [3.81, 2.94, -1.73], [3.86, 3.36, -4.16], [2.90, 1.72, -5.72], [1.88, -0.37, -4.86], [1.79, -0.78, -2.44], [6.84, 1.67, 0.89], [9.02, 2.11, 1.88], [10.28, 0.30, 3.00], [9.32, -1.98, 3.10], [7.14, -2.44, 2.09], [4.94, 0.08, 3.45], [3.63, -0.76, 5.36], [2.30, -2.83, 5.12], [2.28, -4.05, 2.96], [3.55, -3.17, 1.04]]}